Record 1
Formula: C4H12N2
Source: the OMol25 dataset
Level of theory: ωB97M-V with the def2-TZVPD basis set

The value obtained for the frontier orbital gap is 5.66 eV. The energy comes out at -7298.8257 eV. The value obtained for the HOMO energy is -17.24 eV. The calculation puts the energy above the lowest of the compared OMol25 structures with the same formula, charge and spin at 159.3 kcal per mole. The total charge is +2. As for the LUMO energy: -11.6 eV.

Geometry (Å):
C1 -0.6446 0.6653 -0.1617
C2 -2.0345 0.1635 -0.1343
C3 -1.3603 -1.1560 0.3869
C4 -0.2490 -0.9952 1.2064
N1 0.9627 -1.8349 0.8887
N2 1.5997 2.4590 -1.5390
H1 -0.4095 1.6481 0.2544
H2 -0.0891 0.3631 -1.0578
H3 -2.6190 0.5261 0.7383
H4 -2.7077 -0.0389 -0.9564
H5 -1.9761 -2.0139 0.1057
H6 -0.3915 -1.0903 2.2939
H7 1.4016 -1.4842 0.0138
H8 1.6757 -1.8866 1.6415
H9 0.6021 -2.7650 0.6796
H10 1.9288 3.3967 -1.3021
H11 2.1385 1.9560 -0.7679
H12 2.1722 2.0871 -2.2899

Forces on atoms 1 to 3 (eV/Å):
0.4 0.0 -1.2
0.3 -2.3 4.2
-3.8 1.2 -0.6

Partial charges, Mulliken, in e:
1. C -0.4274
2. C -0.4144
3. C 0.0790
4. C -0.4417
5. N -0.2672
6. N -0.7259
7. H 0.3354
8. H 0.4292
9. H 0.3422
10. H 0.4008
11. H 0.4033
12. H 0.3542
13. H 0.3846
14. H 0.3972
15. H 0.3763
16. H 0.2772
17. H 0.2312
18. H 0.2660

---

Record 2
Formula: C4H12N2O
Source: the OMol25 dataset
Level of theory: ωB97M-V with the def2-TZVPD basis set

The value obtained for the frontier orbital gap is 10.04 eV. The energy comes out at -9369.1668 eV. The value obtained for the HOMO energy is -9.13 eV. The calculation puts the energy above the lowest of the compared OMol25 structures with the same formula, charge and spin at 46.7 kcal per mole. Its SMILES is NC[C@H](N)CCO. The total charge is 0. As for the LUMO energy: 0.9 eV.

Geometry (Å):
N1 -1.2932 0.9666 -0.0633
C1 -0.2501 -0.0313 -0.3768
C2 1.1485 0.2802 0.0787
C3 1.3993 0.0994 1.6240
O1 0.6718 0.8869 2.4967
C4 -0.4560 -0.4562 -1.8719
N2 -1.0928 -1.7881 -2.0153
H1 -1.1098 1.8611 -0.4953
H2 -1.5074 1.0067 0.9142
H3 -0.0827 1.3217 2.1280
H4 -0.5942 -0.9125 0.1922
H5 1.4126 1.3383 -0.0127
H6 2.0110 -0.1027 -0.4980
H7 1.2742 -0.9768 1.8849
H8 2.4729 0.2446 1.7599
H9 0.5544 -0.5184 -2.2904
H10 -0.9302 0.3473 -2.4423
H11 -0.6634 -2.2737 -1.2375
H12 -2.0928 -1.7821 -1.8344

Forces on atoms 1 to 3 (eV/Å):
0.4 -0.5 -0.4
-1.8 -0.6 -0.4
1.4 1.6 1.4

Partial charges, Mulliken, in e:
1. N -0.5885
2. C 0.3329
3. C -0.8448
4. C -0.5781
5. O -0.4984
6. C -0.5925
7. N -0.6871
8. H 0.2536
9. H 0.2094
10. H 0.3115
11. H 0.1582
12. H 0.2560
13. H 0.4375
14. H 0.2755
15. H 0.3124
16. H 0.3254
17. H 0.3624
18. H 0.2897
19. H 0.2649